(i)
Molecular formula: C6H14O
Method: DFT, wB97M-V/def2-TZVPD

## Properties
Charge = 0
SMILES = C=CCCCC.O
Kohn-Sham gap = 11.02 eV

```
21
C6H14O (wB97M-V/def2-TZVPD)
H -2.62561 1.08717 1.57706
H 0.40618 0.35070 -1.59389
H -1.95794 0.98749 -0.85447
H -0.17819 0.45364 0.84822
H -3.97700 0.56927 0.55861
C -2.01427 0.07293 -0.24825
H 2.84882 0.37230 -1.72169
H -2.40839 -0.70959 -0.91179
H -3.08307 -0.62138 1.51582
H 2.29009 0.86795 0.65907
H 3.81846 -0.83704 -0.70918
C -0.60744 -0.32266 0.20048
H -0.66749 -1.23781 0.80904
C 0.32810 -0.56343 -0.99091
H -0.12701 -1.32565 -1.64205
O 2.28694 1.41976 1.45256
C 2.84841 -0.46252 -1.02384
C 1.70689 -1.01074 -0.59322
H 1.76128 -1.85529 0.09540
C -2.97951 0.28943 0.91431
H 2.60843 0.80956 2.12492
```

Löwdin atomic charge list, values in e, 6 entries: atom 1 (H): 0.073, atom 2 (H): 0.118, atom 3 (H): 0.110, atom 4 (H): 0.106, atom 5 (H): 0.068, atom 6 (C): -0.282

=====

(ii)
Molecular formula: C6H14O
Method: DFT, wB97M-V/def2-TZVPD

## Properties
Charge = 0
SMILES = C[C@H]1C[C@@H](C)C1.O
Kohn-Sham gap = 11.77 eV

```
21
C6H14O (wB97M-V/def2-TZVPD)
C 0.96643 0.15337 -0.99586
H -1.53377 1.32497 2.52573
H 1.20296 -0.28073 1.14041
H 2.70755 -1.13242 -1.07137
H 2.15833 -0.48280 -2.62893
C -1.95486 -0.71360 0.93298
H 3.03708 0.56489 -1.50418
H -2.80521 -0.06301 1.17486
H -1.32844 0.84630 -0.39468
O -1.23752 2.01358 1.92367
C 2.30307 -0.24487 -1.56840
C -0.84905 0.00141 0.11855
C 0.71083 0.45216 0.48374
H -0.69522 -1.17974 -1.80338
C -0.15167 -0.87560 -0.90893
H -0.45640 1.61643 1.51624
H 0.58474 1.02951 -1.53856
H 1.09703 1.44236 0.80002
H -2.36970 -1.52655 0.31387
H 0.22080 -1.76111 -0.37285
H -1.60701 -1.18455 1.85706
```

Löwdin atomic charge list, values in e, 6 entries: atom 1 (C): -0.400, atom 2 (H): 0.033, atom 3 (H): 0.119, atom 4 (H): 0.078, atom 5 (H): 0.079, atom 6 (C): -0.076

=====

(i) has the most favorable energy; the next structure is 0.0318 hartree above.

=====

(i)
Molecular formula: C6H14O
Method: DFT, wB97M-V/def2-TZVPD

## Properties
Charge = 0
SMILES = C=CCCC.CO
Kohn-Sham gap = 10.76 eV

```
21
C6H14O (wB97M-V/def2-TZVPD)
H 1.06011 1.61268 -1.26135
H -0.07217 1.69796 1.77067
H -0.00128 -0.94004 1.87463
H -2.53423 -1.56303 1.81818
H 1.39731 1.02877 2.67229
C -1.90182 -0.73543 2.16548
C 0.86193 1.13823 1.73369
C 0.03244 -0.22224 -2.98701
H -1.84695 0.00502 1.35563
H -0.44359 1.01482 -0.57744
H -1.04453 -0.06639 -2.85347
C 0.71734 -0.46891 -1.64573
C 1.29917 0.60241 0.59539
H -2.39633 -0.25746 3.01925
O -0.63067 -1.19646 2.56142
H 0.43871 0.67572 -3.46761
H 0.16778 -1.06139 -3.67619
H 0.27456 -1.34579 -1.15379
H 1.77753 -0.70897 -1.80546
C 0.61312 0.75614 -0.73493
H 2.23157 0.03437 0.59636
```

Löwdin atomic charge list, values in e, 6 entries: atom 1 (H): 0.119, atom 2 (H): 0.072, atom 3 (H): 0.027, atom 4 (H): 0.075, atom 5 (H): 0.070, atom 6 (C): -0.175

=====

(ii)
Molecular formula: C6H14O
Method: DFT, wB97M-V/def2-TZVPD

## Properties
Charge = 0
SMILES = CCCCCOC
Kohn-Sham gap = 10.94 eV

```
21
C6H14O (wB97M-V/def2-TZVPD)
O 1.60527 -0.47720 0.37940
H 0.02001 0.59822 1.96183
H -1.68868 -2.18154 -0.93621
H 2.24398 -0.90225 -1.58926
C -1.48410 1.03482 0.45418
C -0.06483 1.18824 1.03845
H 2.86300 -1.92220 -0.27021
H -1.29063 -0.66752 -1.76314
H 3.47485 -0.24882 -0.49194
H -1.93512 -0.91192 1.27537
H 0.07137 2.23779 1.34635
H -2.16258 1.56615 1.13186
H -3.07200 -0.37723 0.03069
C -1.26029 -1.18433 -0.79038
H 1.93456 1.53059 0.29573
C -2.00423 -0.40284 0.29692
H -1.55761 1.56024 -0.51347
C 2.58800 -0.89669 -0.53929
H 0.82022 0.94483 -0.94073
H -0.21278 -1.31714 -0.49552
C 1.11159 0.82879 0.11936
```

Löwdin atomic charge list, values in e, 6 entries: atom 1 (O): -0.225, atom 2 (H): 0.120, atom 3 (H): 0.069, atom 4 (H): 0.090, atom 5 (C): -0.227, atom 6 (C): -0.169

=====

(ii) has the most favorable energy; the next structure is 0.0206 hartree above.

=====

(i)
Molecular formula: C6H14O
Method: DFT, wB97M-V/def2-TZVPD

## Properties
Charge = 0
SMILES = C=C(O)CC(C)C.[H][H]
Kohn-Sham gap = 9.70 eV

```
21
C6H14O (wB97M-V/def2-TZVPD)
H -2.49958 1.37586 0.30664
C 1.49003 -0.05328 0.43882
H -0.96093 -1.16000 1.09274
H 2.31879 -1.76690 0.40939
H 3.58734 0.12548 0.14300
C -1.29011 -0.77204 -0.98676
C 0.14200 0.61094 0.61028
C 2.62410 0.62211 0.23472
H -2.16623 -1.42858 -1.05200
H 1.76157 0.13550 -2.08927
H 0.08215 1.44936 -0.09691
O 1.42922 -1.41090 0.54079
H 0.11833 1.05655 1.61372
H -1.45713 0.07196 -1.66934
H -2.21565 0.81854 1.96493
C -2.33029 0.48570 0.92672
H 1.53713 -0.04663 -2.77902
C -1.09596 -0.28202 0.44909
H 2.61057 1.70322 0.14981
H -0.41961 -1.33191 -1.34132
H -3.23091 -0.13554 0.86949
```

Löwdin atomic charge list, values in e, 6 entries: atom 1 (H): 0.082, atom 2 (C): -0.449, atom 3 (H): 0.132, atom 4 (H): 0.114, atom 5 (H): 0.062, atom 6 (C): -0.083

=====

(ii)
Molecular formula: C6H14O
Method: DFT, wB97M-V/def2-TZVPD

## Properties
Charge = 0
Kohn-Sham gap = 9.46 eV

```
21
C6H14O (wB97M-V/def2-TZVPD)
H -0.71638 -0.69824 1.90008
C -0.93491 2.02929 0.15189
H -2.00359 -1.21809 -1.52959
C -0.30073 -0.82208 -0.24342
H -1.58756 -2.57556 -0.46168
H -1.67902 1.55583 0.83953
H 0.55181 -1.11420 -2.22228
C 0.80348 -1.31707 -1.17533
H 1.75179 -0.80942 -0.95570
C -1.64808 -1.48238 -0.52706
H 0.94078 -0.27229 1.46635
H 0.43451 -1.97030 1.45543
O 0.11404 2.15397 0.91803
C 0.11091 -0.94748 1.22440
H 1.84201 1.74949 -0.12409
H 1.00257 3.26292 -0.58642
H 0.96811 -2.39608 -1.06435
H 1.89643 3.15218 0.98535
C 1.29421 2.62179 0.24697
H -2.40524 -1.14377 0.19122
H -0.43512 0.24149 -0.48934
```

Löwdin atomic charge list, values in e, 6 entries: atom 1 (H): 0.077, atom 2 (C): 0.029, atom 3 (H): 0.080, atom 4 (C): -0.515, atom 5 (H): 0.080, atom 6 (H): 0.034

=====

(iii)
Molecular formula: C6H14O
Method: DFT, wB97M-V/def2-TZVPD

## Properties
Charge = 0
Kohn-Sham gap = 5.64 eV

```
21
C6H14O (wB97M-V/def2-TZVPD)
H -3.49556 0.43063 -1.55033
H 6.60153 0.71739 0.53062
H -1.79856 -0.88265 1.60618
H -0.25701 -1.12767 -0.39813
H -0.91946 0.55787 2.15712
H 1.19742 1.24828 0.90196
H -0.09592 -1.00378 2.17633
C -0.47704 -0.01794 0.17157
H -1.71810 1.72009 -0.15695
C 1.91719 -0.11672 -0.56871
C 0.84748 0.57133 0.13398
C -2.83126 -0.11397 -0.87864
C -0.79991 -0.39650 1.60865
H -1.13540 1.01268 -1.68615
H -3.39673 -0.28726 0.04237
H -0.13901 -2.08159 -0.34197
C -1.53906 0.76228 -0.67909
O 3.19058 0.14570 -0.63277
H -2.60201 -1.11425 -1.34828
H 5.92347 0.86752 0.18316
H 1.52736 -0.89142 -1.27093
```

Löwdin atomic charge list, values in e, 6 entries: atom 1 (H): 0.062, atom 2 (H): 0.012, atom 3 (H): 0.080, atom 4 (H): 0.043, atom 5 (H): 0.100, atom 6 (H): 0.113

=====

(i) has the most favorable energy; the next structure is 0.0738 hartree above.

=====

(i)
Molecular formula: C6H14O
Method: DFT, wB97M-V/def2-TZVPD

## Properties
Charge = 0
Kohn-Sham gap (alpha / beta) = 7.04 / 6.99 eV

```
21
C6H14O (wB97M-V/def2-TZVPD)
C -1.02804 -0.49743 0.93752
H 2.66337 1.35304 -0.69440
H 0.31097 -0.93192 1.52832
H -2.65871 1.05785 -0.84869
O 1.36869 -1.12158 1.81383
H 3.24726 0.25408 0.59959
C -1.10156 -0.43673 -0.57940
C 2.38298 0.79286 0.21077
C -2.42485 0.03769 -1.17863
H -0.87834 -1.43493 -0.98742
H 1.56487 -0.51395 2.54487
H -1.73211 -1.21173 1.38601
H -2.41355 0.02765 -2.27641
H -3.24180 -0.61254 -0.84631
C 1.25445 -0.11849 -0.13602
H 1.50288 -1.14007 -0.40415
C 0.08775 0.45761 -0.88343
H 0.37764 0.51798 -1.94896
H 2.06130 1.53859 0.94564
H -0.11654 1.48371 -0.54781
H -1.22666 0.49830 1.36507
```

Löwdin atomic charge list, values in e, 6 entries: atom 1 (C): -0.108, atom 2 (H): 0.096, atom 3 (H): 0.000, atom 4 (H): 0.076, atom 5 (O): -0.161, atom 6 (H): 0.083

=====

(ii)
Molecular formula: C6H14O
Method: DFT, wB97M-V/def2-TZVPD

## Properties
Charge = 0
SMILES = CCC=C(C)C.O
Kohn-Sham gap = 9.47 eV

```
21
C6H14O (wB97M-V/def2-TZVPD)
H -0.31104 8.34659 -1.09428
H 0.53003 0.31553 0.91440
H 0.29743 4.61722 -1.36027
H 2.05489 4.84077 -1.62621
C 0.00000 0.00000 0.00000
H -0.04694 -1.10187 -0.01695
H -1.02905 0.39546 0.03565
C 0.86143 0.58958 -1.09059
C 2.49550 2.40862 -2.88207
H 3.50128 2.63229 -2.48840
H 1.90739 0.24506 -0.97782
H -1.75332 7.85757 -1.41878
O -0.85646 7.53192 -1.17826
C 0.68016 2.05885 -1.12672
C 1.40338 2.85405 -1.91521
H 0.94221 4.74371 -3.02688
H -0.10941 2.53618 -0.53146
C 1.14491 4.35372 -2.01523
H 0.46386 0.15690 -2.02877
H 2.37511 2.92106 -3.85136
H 2.41612 1.32089 -3.04692
```

Löwdin atomic charge list, values in e, 6 entries: atom 1 (H): 0.047, atom 2 (H): 0.078, atom 3 (H): 0.068, atom 4 (H): 0.081, atom 5 (C): -0.139, atom 6 (H): 0.073

=====

(iii)
Molecular formula: C6H14O
Method: DFT, wB97M-V/def2-TZVPD

## Properties
Charge = 0
SMILES = CC(C)=O.CCC
Kohn-Sham gap = 10.46 eV

```
21
C6H14O (wB97M-V/def2-TZVPD)
H -3.92770 -0.75318 0.15462
H -2.59348 -0.96013 1.33205
O 3.14368 -1.67200 0.12051
C 3.82000 0.23319 -1.15843
H -2.33438 1.17710 0.04655
C -3.05769 1.11049 0.88191
C -2.42544 1.69438 2.14482
C 2.75679 -1.83908 -2.23433
H 3.59270 -1.95946 -2.94380
C -3.47371 -0.34744 1.07433
H -4.20848 -0.42523 1.89327
H -3.14308 1.64997 2.98125
H 1.96470 -1.24575 -2.72130
H 2.35210 -2.83685 -1.99490
C 3.23112 -1.14686 -0.97739
H 3.07676 0.91003 -1.61241
H -2.13124 2.74597 1.98914
H 4.12806 0.65093 -0.18519
H 4.70339 0.18795 -1.81736
H -1.52808 1.11506 2.42003
H -3.94604 1.71090 0.60661
```

Löwdin atomic charge list, values in e, 6 entries: atom 1 (H): 0.068, atom 2 (H): 0.073, atom 3 (O): 0.058, atom 4 (C): -0.036, atom 5 (H): 0.100, atom 6 (C): -0.345

=====

(iii) has the most favorable energy; the next structure is 0.0219 hartree above.

=====

(i)
Molecular formula: C6H14N2O2
Method: DFT, wB97M-V/def2-TZVPD

## Properties
Charge = 0
SMILES = CNC(C)=O.CNC(C)=O
Kohn-Sham gap = 9.85 eV

```
24
C6H14N2O2 (wB97M-V/def2-TZVPD)
C -0.72328 0.79299 3.01466
O -0.40863 -2.91255 -1.77994
C -2.40072 -1.26980 -1.16721
H -0.74148 0.08368 -1.23077
H 2.14829 -1.08537 -1.22112
H -2.41133 -1.54708 -0.15277
H 0.09701 0.99016 3.73194
H 2.65322 2.47288 0.74721
H 2.24122 1.19742 -0.19895
N -0.96679 -0.81268 -1.52691
H -1.03567 -0.20008 2.93006
H -1.63419 1.25102 3.32320
H 1.54557 0.45056 1.63150
H 1.43716 -0.73375 -2.67052
H 1.24947 2.73064 -0.31568
H 2.03504 -2.26429 -2.51717
H -2.77457 -2.02204 -1.80867
C -0.40139 1.35188 1.60498
C 0.02365 -1.81718 -1.72320
H -2.99757 -0.34403 -1.22652
N 0.96767 1.33971 1.32743
C 1.80558 2.03542 0.34629
O -1.19175 1.80881 0.84629
C 1.48350 -1.49633 -1.96415
```

Löwdin atomic charge list, values in e, 6 entries: atom 1 (C): 0.004, atom 2 (O): 0.069, atom 3 (C): -0.031, atom 4 (H): 0.061, atom 5 (H): 0.060, atom 6 (H): 0.054

=====

(ii)
Molecular formula: C6H14N2O2
Method: DFT, wB97M-V/def2-TZVPD

## Properties
Charge = 0
SMILES = CNC(C)=O.CNC(C)=O
Kohn-Sham gap = 9.55 eV

```
24
C6H14N2O2 (wB97M-V/def2-TZVPD)
H 2.55447 0.25304 -0.83588
O -0.75743 0.43412 0.73453
H -3.53484 2.17505 0.77089
H 3.45695 -1.22272 -0.12023
H -3.41969 0.47756 0.47022
H 1.99198 -0.55340 0.62388
C -2.86020 1.41099 0.35412
N -1.15886 2.38260 1.82514
H -1.51544 -1.91842 -2.06588
O 2.21538 -2.61434 -1.72994
H 0.77693 1.72621 1.71732
H -0.22799 -2.96116 -2.52659
H 0.44872 2.50842 3.26545
C 2.52670 -0.69508 -0.31523
H -2.81630 1.62412 -0.71443
H 0.05383 -0.54813 -0.79480
C 1.71519 -1.66909 -1.16839
C 0.22784 2.53259 2.19594
C -1.52151 1.35235 1.00858
N 0.41207 -1.27876 -1.38342
H -0.86016 -2.96179 -0.90230
H -1.87014 3.07293 1.98398
C -0.53410 -2.28996 -1.72332
H 0.67653 3.43969 1.76691
```

Löwdin atomic charge list, values in e, 6 entries: atom 1 (H): 0.081, atom 2 (O): 0.012, atom 3 (H): 0.078, atom 4 (H): 0.080, atom 5 (H): 0.090, atom 6 (H): 0.066

=====

(ii) has the most favorable energy; the next structure is 0.0570 hartree above.